Arrangement i

Molecular formula: C2H7N
Method: DFT, ωB97M-V/def2-TZVPD

Each line ends with the natural charge from an NBO analysis.
Geometry (Å):
C  -0.531  -0.952  0.451  -0.63
C  0.571  -0.131  0.022  -0.24
N  -0.019  1.145  -0.382  -0.84
H  -0.222  -2.103  0.355  0.21
H  -0.989  -0.714  1.489  0.23
H  -1.407  -0.963  -0.329  0.20
H  1.251  0.134  0.903  0.19
H  1.367  -0.568  -0.724  0.17
H  -0.790  0.891  -1.053  0.35
H  0.680  1.805  -0.804  0.36

## Properties
- LUMO level: 1.248 eV
- HOMO-LUMO gap: 10.4073 eV



Arrangement ii

Molecular formula: C2H7N
Method: DFT, ωB97M-V/def2-TZVPD

Each line ends with the natural charge from an NBO analysis.
Geometry (Å):
C  -1.117  -0.255  -0.087  -0.62
C  0.190  0.544  -0.007  -0.21
N  1.323  -0.356  -0.179  -0.83
H  -1.991  0.371  -0.022  0.21
H  -1.162  -0.829  -1.022  0.21
H  -1.208  -0.977  0.739  0.20
H  0.226  1.277  -0.837  0.18
H  0.207  1.121  0.937  0.16
H  1.315  -1.038  0.578  0.35
H  2.217  0.142  -0.100  0.36

## Properties
- LUMO level: 1.257 eV
- HOMO-LUMO gap: 10.5874 eV



Which of them is least stable? Easy: arrangement i.



Arrangement i

Molecular formula: C3H10N
Method: DFT, ωB97M-V/def2-TZVPD

Each line ends with the natural charge from an NBO analysis.
Geometry (Å):
N  -0.005  -2.023  0.543  -0.88
H  -0.924  -2.422  0.746  0.45
H  -0.094  -1.130  0.020  0.48
H  0.558  -1.901  1.378  0.45
H  0.495  -2.761  0.043  0.45
C  -1.147  1.000  0.302  -0.70
C  -0.020  0.890  -0.688  -0.24
C  1.301  0.873  -0.436  -0.38
H  -1.924  0.243  0.114  0.21
H  -0.843  1.134  1.342  0.23
H  -1.677  1.929  0.081  0.27
H  -0.214  0.827  -1.754  0.22
H  2.000  0.798  -1.255  0.22
H  1.770  0.657  0.519  0.19

## Properties
- LUMO level: -4.084 eV
- Total charge: +1
- HOMO-LUMO gap: 9.8846 eV



Arrangement ii

Molecular formula: C3H10N
Method: DFT, ωB97M-V/def2-TZVPD

Each line ends with the natural charge from an NBO analysis.
Geometry (Å):
N  -0.539  2.143  -0.271  -0.87
H  -0.743  2.000  0.719  0.47
H  -1.366  2.481  -0.778  0.45
H  0.242  2.782  -0.451  0.46
H  -0.367  1.188  -0.626  0.47
C  -0.178  -1.474  -0.920  -0.68
C  -0.080  -0.963  0.477  -0.20
C  1.010  -0.394  1.000  -0.44
H  -1.178  -1.323  -1.338  0.22
H  0.546  -1.032  -1.609  0.21
H  -0.012  -2.552  -0.905  0.26
H  -0.991  -1.180  1.029  0.22
H  1.009  -0.208  2.068  0.22
H  1.934  -0.236  0.459  0.21

## Properties
- LUMO level: -4.127 eV
- Total charge: +1
- HOMO-LUMO gap: 9.7999 eV



Which of them is least stable? Easy: arrangement i.



Arrangement i

Molecular formula: C3H10N
Method: DFT, ωB97M-V/def2-TZVPD

Each line ends with the natural charge from an NBO analysis.
Geometry (Å):
N  1.117  0.592  -1.461  -0.89
H  1.229  1.599  -1.431  0.45
H  1.837  0.141  -0.904  0.45
H  0.168  0.377  -1.033  0.47
H  1.143  0.294  -2.423  0.45
C  0.295  -0.805  1.327  -0.67
C  -0.918  -0.633  0.445  -0.20
C  -1.596  0.496  0.270  -0.42
H  0.678  0.187  1.595  0.21
H  0.003  -1.292  2.256  0.27
H  1.108  -1.391  0.895  0.21
H  -1.220  -1.541  -0.073  0.22
H  -2.553  0.563  -0.232  0.24
H  -1.292  1.414  0.769  0.20

## Properties
- LUMO level: -3.936 eV
- Total charge: +1
- HOMO-LUMO gap: 10.4804 eV



Arrangement ii

Molecular formula: C3H10N
Method: DFT, ωB97M-V/def2-TZVPD

Each line ends with the natural charge from an NBO analysis.
Geometry (Å):
C  -2.145  -3.409  -1.464  -0.86
H  -1.585  -3.387  -2.406  0.21
H  -2.997  -4.056  -1.668  0.23
H  -2.372  -2.344  -1.385  0.21
H  -1.523  -3.869  -0.707  0.21
C  0.134  2.130  1.001  -0.46
C  2.401  1.750  0.343  0.14
N  1.502  1.679  1.249  -0.38
H  -0.223  2.785  1.805  0.26
H  -0.666  1.385  1.089  0.26
H  0.090  2.640  0.044  0.24
H  2.289  1.974  -0.709  0.25
H  3.402  1.646  0.771  0.23
H  1.694  1.075  2.037  0.45

## Properties
- LUMO level: -5.860 eV
- Total charge: +1
- HOMO-LUMO gap: 8.9802 eV



Arrangement iii

Molecular formula: C3H10N
Method: DFT, ωB97M-V/def2-TZVPD

Each line ends with the natural charge from an NBO analysis.
Geometry (Å):
N  0.803  -1.398  -1.466  -0.89
H  0.168  -2.074  -1.040  0.45
H  0.592  -1.288  -2.455  0.46
H  0.884  -0.598  -0.792  0.48
H  1.707  -1.894  -1.514  0.45
C  -1.597  0.515  0.559  -0.66
C  -0.160  0.890  0.259  -0.22
C  0.811  0.550  1.108  -0.41
H  -1.744  -0.564  0.453  0.21
H  -1.792  0.700  1.616  0.25
H  -2.293  1.057  -0.062  0.24
H  -0.036  1.577  -0.562  0.22
H  1.863  0.788  0.992  0.22
H  0.557  0.069  2.053  0.22

## Properties
- LUMO level: -4.022 eV
- Total charge: +1
- HOMO-LUMO gap: 10.1445 eV



Which of them is least stable? Easy: arrangement ii.



Arrangement i

Molecular formula: C25H32N2O4
Method: DFT, ωB97M-V/def2-TZVPD

Each line ends with the natural charge from an NBO analysis.
Geometry (Å):
C  -5.928  -4.226  1.095  -0.64
C  -4.726  -3.460  1.630  -0.07
O  -4.656  -2.143  1.090  -0.53
C  -4.109  -2.043  -0.146  0.90
O  -3.640  -2.980  -0.750  -0.67
N  -4.174  -0.783  -0.633  -0.45
C  -4.590  0.368  0.134  -0.21
C  -3.381  1.244  0.467  -0.41
C  -2.676  1.662  -0.829  -0.03
N  -1.612  2.614  -0.561  -0.46
C  -1.241  3.440  -1.693  -0.21
C  -0.449  4.651  -1.203  -0.40
C  0.804  4.198  -0.463  -0.39
C  0.385  3.236  0.656  -0.32
C  1.574  2.809  1.502  0.60
O  1.903  3.464  2.467  -0.53
C  2.284  1.549  1.165  -0.21
C  2.623  0.705  2.247  -0.11
C  3.268  -0.479  2.039  -0.22
C  3.640  -0.882  0.739  -0.03
C  4.309  -2.099  0.501  -0.26
C  4.673  -2.457  -0.774  0.30
O  5.319  -3.601  -1.119  -0.49
C  5.648  -4.519  -0.105  -0.25
C  4.376  -1.595  -1.857  -0.24
C  3.730  -0.415  -1.648  -0.15
C  3.337  -0.022  -0.348  -0.11
C  2.654  1.183  -0.108  -0.09
C  -0.423  2.075  0.071  -0.22
C  -2.263  0.396  -1.601  -0.44
C  -3.497  -0.465  -1.872  -0.21
H  -5.823  -4.367  0.022  0.23
H  -5.985  -5.198  1.575  0.21
H  -6.844  -3.675  1.292  0.21
H  -3.802  -3.994  1.386  0.20
H  -4.799  -3.316  2.710  0.18
H  -5.085  0.028  1.042  0.24
H  -5.307  0.939  -0.469  0.19
H  -3.699  2.133  1.012  0.22
H  -2.703  0.675  1.103  0.20
H  -3.413  2.203  -1.438  0.19
H  -2.151  3.779  -2.194  0.20
H  -0.632  2.883  -2.429  0.16
H  -1.080  5.232  -0.529  0.21
H  -0.180  5.281  -2.053  0.21
H  1.331  5.053  -0.037  0.22
H  1.477  3.698  -1.162  0.19
H  -0.276  3.797  1.328  0.23
H  2.351  1.023  3.242  0.22
H  3.511  -1.121  2.874  0.21
H  4.523  -2.732  1.349  0.21
H  6.328  -4.077  0.630  0.18
H  4.753  -4.891  0.404  0.18
H  6.147  -5.347  -0.606  0.20
H  4.680  -1.908  -2.843  0.23
H  3.506  0.237  -2.480  0.21
H  2.466  1.832  -0.950  0.20
H  -0.716  1.401  0.877  0.21
H  0.195  1.507  -0.644  0.17
H  -1.550  -0.182  -1.011  0.21
H  -1.794  0.665  -2.548  0.21
H  -3.219  -1.406  -2.349  0.25
H  -4.196  0.075  -2.520  0.18

## Properties
- LUMO level: 0.379 eV
- HOMO-LUMO gap: 8.5889 eV



Arrangement ii

Molecular formula: C25H32N2O4
Method: DFT, ωB97M-V/def2-TZVPD

Each line ends with the natural charge from an NBO analysis.
Geometry (Å):
C  -4.387  -0.857  -2.611  -0.63
C  -3.407  0.212  -3.067  -0.08
O  -2.843  0.906  -1.951  -0.51
C  -1.628  0.547  -1.541  0.83
O  -0.965  -0.311  -2.067  -0.62
C  -1.153  1.354  -0.338  -0.14
C  -1.043  0.363  0.846  -0.43
C  -2.358  -0.282  1.173  -0.01
C  -3.233  0.281  2.098  -0.25
C  -4.455  -0.311  2.349  -0.18
C  -4.835  -1.470  1.693  -0.31
C  -3.965  -2.049  0.778  0.30
O  -4.219  -3.188  0.068  -0.50
C  -5.445  -3.845  0.270  -0.25
C  -2.730  -1.451  0.532  -0.23
C  -2.070  2.542  -0.038  -0.40
C  -1.452  3.458  1.015  -0.40
C  -0.031  3.853  0.626  -0.21
N  0.771  2.661  0.434  -0.45
C  2.183  2.958  0.260  -0.22
C  3.010  1.702  0.305  -0.07
C  4.026  1.468  -0.610  -0.18
C  4.786  0.314  -0.561  -0.25
C  4.527  -0.643  0.414  0.15
N  5.244  -1.840  0.517  -0.60
C  6.310  -2.275  -0.215  0.69
C  6.781  -3.648  0.226  -0.71
O  6.831  -1.654  -1.112  -0.60
C  3.505  -0.415  1.335  -0.25
C  2.763  0.745  1.283  -0.15
C  0.250  1.886  -0.672  -0.21
H  -4.876  -1.294  -3.477  0.21
H  -3.868  -1.640  -2.066  0.22
H  -5.139  -0.418  -1.959  0.21
H  -3.915  0.978  -3.660  0.18
H  -2.595  -0.233  -3.651  0.21
H  -0.321  -0.404  0.562  0.23
H  -0.650  0.904  1.705  0.23
H  -2.954  1.179  2.628  0.21
H  -5.129  0.132  3.068  0.21
H  -5.798  -1.907  1.906  0.22
H  -5.558  -4.179  1.307  0.18
H  -6.293  -3.208  -0.002  0.17
H  -5.425  -4.714  -0.386  0.20
H  -2.066  -1.923  -0.176  0.23
H  -3.048  2.188  0.290  0.23
H  -2.215  3.109  -0.961  0.21
H  -1.423  2.954  1.981  0.20
H  -2.062  4.357  1.123  0.21
H  0.417  4.449  1.426  0.20
H  -0.056  4.474  -0.290  0.16
H  2.377  3.499  -0.684  0.17
H  2.485  3.612  1.086  0.21
H  4.232  2.199  -1.378  0.21
H  5.573  0.147  -1.276  0.26
H  4.915  -2.457  1.248  0.39
H  7.084  -3.625  1.271  0.22
H  7.629  -3.946  -0.384  0.24
H  5.981  -4.376  0.106  0.23
H  3.296  -1.155  2.096  0.20
H  1.971  0.917  1.996  0.22
H  0.918  1.045  -0.866  0.23
H  0.193  2.494  -1.596  0.17

## Properties
- LUMO level: 0.762 eV
- HOMO-LUMO gap: 9.0227 eV



Which of them is least stable? Easy: arrangement i.